Below is a molecular structure, C12H12Cl2INO11P2W, with properties calculated with ωB97M-V/def2-TZVPD.

XYZ file:
```
42
Properties=species:S:1:pos:R:3:forces:R:3
W 2.666603 -0.232843 1.209666 -4.30 0.13 -1.55
O 1.772165 -4.642016 -2.831694 -0.02 1.08 0.68
Cl 2.528247 -3.404093 -2.531526 -2.46 -1.72 -2.21
O 2.527086 -2.551412 -3.696254 0.39 0.40 0.57
O 3.765773 -3.741762 -1.968676 2.08 0.25 0.88
O 1.684671 1.060913 0.735001 -0.21 0.96 0.15
O 4.585018 -4.232243 1.411437 -1.32 0.97 -0.80
P 4.860726 -2.668390 1.598901 0.07 0.08 -0.48
O 5.908882 -2.515632 2.596687 0.41 0.58 0.16
O 3.498968 -1.969396 1.835848 0.60 -2.11 0.74
O 5.274379 -2.102328 0.102587 -0.54 0.58 0.21
P 4.514121 -0.843138 -0.703663 -0.42 -1.14 0.82
O 2.441244 -0.131765 3.035464 -0.23 0.78 0.78
O 2.940474 -1.231873 -0.524908 0.42 -0.26 -1.21
O 4.260276 0.235715 0.598888 4.21 1.65 -0.55
H 5.418461 -4.648915 1.574924 0.85 -0.74 0.28
H 2.987613 -0.894974 3.237244 0.27 -0.64 1.29
I -3.559521 -0.210508 0.942655 0.57 -0.22 0.08
C -1.732046 -1.223948 0.702500 0.19 -0.89 -0.73
C -1.685239 -2.422541 -0.031754 0.61 0.21 0.66
C -0.441801 -3.047329 -0.241930 -0.74 0.70 0.21
C 0.712630 -2.467700 0.258456 -0.43 -0.02 0.01
N 0.678532 -1.292501 0.912125 -0.46 -0.98 -0.19
C -0.527532 -0.709068 1.127721 0.75 0.52 0.05
H -2.630425 -2.832232 -0.346924 0.08 -0.29 -0.39
H -0.334786 -3.936145 -0.832949 -0.21 -0.37 -0.06
H 1.680211 -2.944462 0.082530 -0.38 0.37 0.35
H -0.496635 0.258379 1.594934 0.13 0.17 0.23
Cl -4.192992 1.885035 -2.646437 -0.45 0.40 0.08
C -4.220180 3.244622 -1.546093 0.00 0.79 0.14
C -5.330016 4.097251 -1.458608 0.02 -1.56 -0.95
C -5.315688 5.155707 -0.558845 -0.23 0.56 0.57
C -4.227545 5.356292 0.337917 0.21 -1.85 -1.30
C -3.139757 4.488708 0.251582 -1.53 0.00 -1.23
C -3.063609 3.478398 -0.768768 0.63 -0.64 0.56
C -1.901632 2.665220 -0.918591 -1.20 0.97 0.10
H -6.174131 3.770690 -2.129051 0.68 1.01 0.96
H -6.195764 5.808896 -0.492579 0.44 -0.30 -0.05
H -4.233919 6.078324 1.118219 -0.25 0.60 0.32
H -2.375915 4.508227 0.976751 0.97 0.26 0.60
H -1.869161 1.952247 -1.717051 0.25 -0.24 -0.03
H -1.057788 2.852587 -0.295735 0.53 -0.04 0.26
```
Forces are in eV/Å.

## Properties
Highest occupied orbital energy (spin up / spin down) ... -7.708 / -9.456 eV
2S+1 ... 3
E_LUMO (spin up / spin down) ... -1.07 / -4.05 eV
<S²> ... 2.0509

=====

Below is a single C12H12ClN3 molecule, with properties calculated with ωB97M-V/def2-TZVPD.

XYZ file:
```
28
Properties=species:S:1:pos:R:3:forces:R:3
C 1.512013 -1.411422 -0.851989 -0.05 -0.40 0.01
N 0.573813 -0.657808 -1.663925 0.26 0.56 -0.28
C 0.921635 -0.573416 -3.079804 -0.04 -0.07 -0.22
C -0.801627 -0.857506 -1.300754 0.59 -0.57 -0.01
Cl -1.914632 -0.995183 -2.722966 0.17 -0.01 0.49
H 2.519068 -1.313586 -1.279047 -0.34 0.01 0.23
H 1.532452 -1.039625 0.180740 -0.01 -0.16 -0.22
H 1.237856 -2.481653 -0.852548 0.23 0.06 0.17
H 2.014839 -0.632420 -3.173070 -0.40 0.08 0.06
H 0.467593 -1.404945 -3.646500 0.33 0.29 -0.02
H 0.592607 0.381373 -3.513320 0.03 -0.32 0.11
H -0.893092 -1.814285 -0.765537 -0.26 0.30 0.12
C -1.281114 0.326888 -0.400726 0.09 0.51 0.09
C -1.120559 1.520354 -1.250016 0.52 2.38 -1.57
N -0.942146 2.449311 -1.936915 -0.45 -2.13 1.60
C -0.509910 0.521288 0.950312 -0.42 0.14 -0.35
C -0.857483 -0.280270 2.037065 0.21 -0.13 -0.12
C -0.228436 -0.097884 3.267443 -0.05 0.15 -0.41
C 0.731433 0.902503 3.415344 0.10 -0.06 -0.12
C 1.047973 1.735320 2.341414 -0.37 -0.26 -0.05
C 0.407471 1.558951 1.111132 0.32 0.03 -0.06
C -2.711072 0.169103 -0.119284 -1.99 -0.46 0.63
N -3.827051 -0.023843 0.135170 1.67 0.33 -0.36
H -1.615211 -1.053689 1.901821 0.16 0.19 0.17
H -0.512443 -0.724690 4.101505 0.08 0.00 0.03
H 1.246047 1.019414 4.367330 -0.17 0.06 -0.17
H 1.765678 2.541285 2.463917 -0.08 -0.15 -0.03
H 0.644298 2.236438 0.283209 -0.14 -0.35 0.30
```
Forces are in eV/Å.

## Properties
Highest occupied orbital energy ... -9.147 eV
E_LUMO ... 0.61 eV
Structure (SMILES) ... CN(C)[C@H](Cl)C(C#N)(C#N)c1ccccc1

=====

Below is a single C12H12ClN3OS2 molecule, with properties calculated with ωB97M-V/def2-TZVPD.

XYZ file:
```
31
Properties=species:S:1:pos:R:3:forces:R:3
S 0.189439 0.920606 4.726138 0.43 -1.80 -0.03
Cl 2.499611 1.612100 0.559243 0.07 0.09 -0.15
N -0.036629 -1.326098 2.403721 0.29 1.23 -2.50
O 0.398345 -3.935932 3.149836 -0.04 1.29 0.20
S 0.905654 -1.624682 6.248422 -0.37 0.32 -1.92
C 0.494569 -0.770732 4.742053 -0.38 2.35 0.47
C 0.867392 -3.122147 5.366418 0.01 -1.24 0.43
C 0.521892 -2.940226 4.086300 0.23 -1.81 -1.07
C 0.518703 -0.287119 1.789857 -0.73 -1.96 1.78
C -0.934530 -0.362031 -0.260934 0.34 1.19 -1.06
C -1.191197 0.092663 -1.576953 -0.85 -0.88 1.31
C 0.781177 1.477951 -1.527360 0.74 0.25 1.10
C 1.066191 1.046536 -0.221767 -1.26 -0.12 -0.86
C 0.185846 0.154840 0.438935 -0.08 -0.79 0.14
C -0.372586 1.052395 -2.191135 0.18 0.09 -1.33
N 0.371639 -1.631307 3.670799 0.70 1.15 2.13
N -0.610168 1.531753 -3.490796 0.12 0.87 0.24
C -1.256791 0.655536 -4.470214 -0.07 0.71 0.15
C -0.184387 2.906645 -3.900264 0.29 -2.00 0.75
H 0.196256 -3.471719 2.309014 -0.01 -0.33 0.32
H 1.089500 -4.111751 5.807524 -0.22 0.95 -0.35
H 1.299620 0.245951 2.306715 0.08 0.20 0.11
H -1.650273 -1.035513 0.233723 0.58 0.35 -0.22
H -2.130746 -0.269890 -2.028713 0.77 0.32 -0.02
H 1.489512 2.148995 -2.025745 -0.34 -0.31 0.25
H -0.668808 -0.261153 -4.486213 -0.50 -0.38 -0.13
H -1.274273 1.061483 -5.509465 0.29 0.06 0.96
H -2.306127 0.528846 -4.173026 0.18 -0.53 -0.27
H -0.931331 3.310305 -4.541032 -0.59 0.36 -0.57
H -0.103333 3.523426 -3.020095 0.03 0.23 0.26
H 0.775832 2.880271 -4.414985 0.10 0.12 -0.10
```
Forces are in eV/Å.

## Properties
Highest occupied orbital energy ... -7.418 eV
E_LUMO ... -0.40 eV
Structure (SMILES) ... CN(C)c1ccc(/C=N/n2c(O)csc2=S)c(Cl)c1

=====

Below is a molecular structure, C12H12F12MgN2O14S4, with properties calculated with ωB97M-V/def2-TZVPD.

XYZ file:
```
57
Properties=species:S:1:pos:R:3:forces:R:3
Mg -1.055879 0.990671 0.157337 0.46 -1.91 -0.35
C -3.703658 -1.974980 1.285784 -1.97 2.71 1.46
F -4.325097 -2.479911 0.211403 1.84 -0.45 -0.26
F -4.528026 -2.320157 2.264882 -0.32 -0.99 1.64
F -2.466526 -2.320522 1.601847 0.63 -2.02 -0.86
S -3.558829 -0.038722 1.158369 -4.35 -0.54 0.35
O -4.919957 0.541501 1.354555 1.65 -0.41 1.21
O -2.484139 0.342315 2.068150 0.30 0.00 0.44
N -2.666031 0.289008 -0.404442 -2.14 -0.14 -4.99
S -3.822360 0.250818 -1.564355 2.83 3.86 -1.68
O -5.099631 -0.300513 -1.232986 0.00 -0.42 0.12
O -3.864271 1.584027 -2.294063 0.23 -3.53 1.32
C -3.154579 -1.089061 -2.803155 -1.77 1.84 0.07
F -1.981965 -0.724294 -3.378187 -0.14 -1.13 0.85
F -3.227642 -2.299001 -2.245098 1.54 0.08 -0.03
F -4.039300 -1.155230 -3.812669 -0.06 0.22 -0.40
C 1.859546 3.766110 -0.351529 -1.31 0.56 -1.16
F 2.238869 3.988611 -1.639203 0.25 0.46 1.25
F 2.049229 2.441670 -0.180521 0.73 1.01 1.00
F 2.505989 4.623550 0.497276 -0.79 -2.15 -1.44
S -0.092521 3.996077 -0.401493 -2.20 1.46 0.21
O -0.462999 5.360970 -0.015137 1.28 -2.12 0.51
O -0.520756 3.709560 -1.740970 0.94 -1.31 0.45
N -0.673654 2.727170 0.703790 3.08 6.17 -2.20
S -0.492656 3.308058 2.197037 -0.85 -3.82 3.50
O -0.331141 2.059520 2.958403 -0.27 1.94 -0.56
O 0.433251 4.360554 2.553952 -0.98 -0.19 -1.30
C -2.346825 3.784306 2.469523 1.56 -1.61 0.12
F -2.476099 5.019463 2.059841 -0.82 0.64 0.34
F -3.158795 2.966407 1.757472 0.90 1.39 1.31
F -2.526519 3.632827 3.807680 -0.59 0.52 -1.32
C 3.698344 -2.258165 -3.055039 2.11 1.06 0.39
C 3.238342 -0.772235 -2.807978 -0.70 -3.86 -1.53
C 2.481469 -0.246143 -3.990580 0.79 1.97 -2.08
O 1.475854 0.546436 -3.350566 -0.05 0.69 -1.41
C 1.272408 0.003018 -2.194045 -3.92 -0.59 2.18
O 0.333718 0.247957 -1.447961 1.67 0.32 -0.79
O 2.079671 -1.031765 -2.014924 0.22 0.31 1.95
H 4.011981 -2.611042 -2.072583 -0.19 -0.36 -0.03
H 4.603235 -2.313469 -3.660185 0.25 0.34 -0.05
H 3.051727 -2.987962 -3.542271 -0.78 0.71 0.34
H 3.901731 -0.131256 -2.227331 0.28 0.01 -0.53
H 2.133246 -0.982557 -4.714843 -0.96 -0.84 1.04
H 2.880020 0.401410 -4.771563 1.08 0.59 0.77
C 2.493827 -2.897249 3.988376 0.63 -0.10 0.98
C 2.461882 -2.387829 2.547877 -0.90 -2.96 0.59
C 1.546613 -3.302422 1.620744 1.92 -1.21 -0.37
O 0.693543 -2.384555 1.051700 -1.99 0.39 -1.60
C 0.778747 -1.188455 1.553435 -2.38 3.05 0.67
O 0.003839 -0.224492 1.258877 4.68 -4.47 1.75
O 1.730915 -1.236077 2.554341 -1.87 3.71 -1.17
H 1.539868 -3.003526 4.504884 -0.55 -0.30 -0.91
H 2.946127 -2.223138 4.715758 0.62 0.48 -0.55
H 3.044430 -3.830611 4.105732 -0.05 -0.14 -0.29
H 3.451531 -2.219036 2.123353 0.04 -0.07 0.03
H 1.039031 -4.187120 2.005142 -0.58 0.68 1.19
H 2.000873 -3.820518 0.776159 1.00 0.52 -0.12
```
Forces are in eV/Å.

## Properties
Highest occupied orbital energy (spin up / spin down) ... -0.463 / -5.834 eV
2S+1 ... 2
E_LUMO (spin up / spin down) ... 1.48 / 1.47 eV
Charge ... -1
<S²> ... 0.7537

=====

Below is a molecular structure, C12H12F36Li2N6O30S12, with properties calculated with ωB97M-V/def2-TZVPD.

XYZ file:
```
110
Properties=species:S:1:pos:R:3:forces:R:3
Li -1.443695 -3.332093 -0.105989 -0.10 0.39 0.77
Li -2.264436 -0.174367 -4.223904 0.31 0.04 1.10
C -3.365671 -0.323904 0.117744 -0.43 -0.69 -1.25
F -3.063687 -0.668297 1.352601 0.07 0.08 0.78
F -3.991767 -1.431205 -0.455275 0.84 0.58 0.23
F -4.254642 0.643017 0.083108 1.07 -0.14 -0.01
S -1.719175 0.045230 -0.788442 -3.31 3.30 -0.21
O -2.156391 0.187705 -2.162137 0.63 -1.59 0.32
O -1.268108 1.308945 -0.205205 -0.41 -3.14 -0.10
N -0.875172 -1.393176 -0.504649 -1.85 1.21 -0.39
S 0.544406 -0.852806 -0.897004 7.91 1.45 -1.46
O 0.787563 -0.434878 -2.311687 -1.49 -1.30 3.02
O 1.114451 0.055386 0.113110 -0.98 -1.86 -1.35
C 1.671838 -2.503731 -0.787548 -0.66 0.86 -2.73
F 1.466750 -3.118630 0.343068 0.41 -0.30 1.50
F 1.198002 -3.350559 -1.748326 -0.36 0.26 0.18
F 2.970997 -2.335206 -1.104864 -1.55 0.33 1.20
C -0.210857 1.647705 -5.695376 0.03 1.48 1.75
F 1.026383 2.253089 -5.763370 -2.50 -0.95 -1.05
F -0.679704 1.102054 -6.861662 1.70 -0.14 1.45
F -0.062203 0.783954 -4.643737 -0.73 -0.12 -1.92
S -1.649547 2.869597 -5.200925 0.69 3.78 0.78
O -1.153670 3.835525 -4.182908 -0.85 -3.42 -1.83
O -2.104559 3.580820 -6.397974 0.52 -2.17 0.62
N -2.792546 1.684354 -4.621632 2.39 1.49 -2.08
S -3.700598 2.553506 -3.684577 -3.83 2.25 4.92
O -3.334270 2.479070 -2.275727 -0.23 -0.04 -2.02
O -4.141967 3.874292 -4.143055 0.77 -2.29 -0.44
C -5.330997 1.441527 -3.604466 1.09 2.19 -0.70
F -5.082845 0.405476 -2.863048 0.15 -1.34 1.45
F -6.441709 2.065982 -3.177021 0.70 0.06 0.28
F -5.609448 0.986624 -4.801611 -0.52 -0.66 -2.01
C 2.902237 -6.391458 -1.437926 0.39 -0.09 -3.61
F 1.818336 -7.069092 -1.229290 -1.51 -1.19 0.79
F 2.972367 -5.414283 -0.591766 0.43 0.78 0.49
F 3.956735 -7.189690 -1.380833 0.38 -0.04 0.65
S 2.792294 -5.798551 -3.323049 -0.39 0.70 -1.10
O 1.389265 -5.436110 -3.614916 2.20 -1.02 0.89
O 3.808067 -4.755468 -3.399006 -1.14 -1.34 0.36
N 3.187785 -7.273176 -4.237600 -1.02 1.94 3.74
S 3.877673 -6.890311 -5.536853 0.80 0.20 -5.39
O 3.622320 -7.861438 -6.607289 0.88 -0.81 1.60
O 3.573644 -5.587492 -6.101993 0.98 0.31 1.36
C 5.885213 -7.031038 -5.251643 -3.17 2.05 2.32
F 6.166680 -6.072410 -4.259151 0.10 -1.70 -1.31
F 6.157488 -8.249510 -4.741349 0.57 0.78 -0.82
F 6.578240 -6.686607 -6.311801 0.41 -0.80 -0.12
C 8.041620 0.651243 4.579238 -0.85 -1.82 -0.21
F 6.856055 0.185327 5.101607 2.09 0.39 -0.55
F 8.722744 1.259685 5.536685 -0.12 0.05 0.20
F 8.832064 -0.405530 4.143559 -1.35 1.30 0.64
S 7.681476 1.849007 3.197701 -0.25 3.67 -2.00
O 6.444312 2.612853 3.554311 2.74 -2.64 -0.39
O 8.877157 2.736015 3.210989 -1.40 -2.38 -0.32
N 7.636521 0.902393 1.705842 0.65 2.16 3.22
S 6.112889 0.476450 1.606976 -2.74 -0.18 0.42
O 5.777062 -0.509521 2.646820 0.07 0.72 -1.37
O 5.190586 1.602818 1.404262 1.20 -2.06 -0.31
C 6.087033 -0.491187 -0.065250 0.30 0.40 2.69
F 4.849844 -0.435878 -0.479864 -0.64 -0.26 -0.58
F 6.886578 0.107195 -0.904489 0.67 0.16 -1.14
F 6.457705 -1.779342 0.094029 -0.09 0.48 -0.25
C -2.664509 1.063608 6.741252 0.06 -3.27 -2.33
F -2.979072 0.649446 7.982352 -0.19 1.31 -0.46
F -3.364200 2.041586 6.198796 -1.11 0.26 1.14
F -1.425205 1.414544 6.644095 1.70 0.49 0.87
S -2.916096 -0.466097 5.531408 -0.28 1.94 -0.06
O -4.223710 -0.989673 5.926233 1.71 -0.02 -0.07
O -2.846380 0.161717 4.201493 0.25 -0.68 1.68
N -1.509547 -1.389963 5.880774 -3.06 1.18 -1.32
S -1.720489 -2.652493 4.938776 0.62 -2.53 -0.52
O -1.834037 -3.869850 5.748085 0.86 0.97 -0.99
O -2.741928 -2.607497 3.862798 1.28 0.34 1.06
C -0.015734 -2.734362 3.860184 -1.12 1.64 1.82
F 1.071895 -2.915484 4.629192 -0.51 1.04 -0.24
F -0.100312 -3.793688 3.137845 -0.50 -2.29 -1.72
F 0.044978 -1.681640 3.020778 0.15 -0.65 1.23
C -4.994708 4.223521 0.275892 1.32 0.66 -2.52
F -5.899845 5.053565 0.656841 -1.43 2.22 0.73
F -4.883477 3.347738 1.212892 0.67 -1.72 0.83
F -5.489032 3.675434 -0.875739 0.62 -0.26 0.69
S -3.304082 5.117007 -0.192283 3.29 -0.60 -0.58
O -2.254544 4.090561 -0.366156 -2.54 1.39 1.15
O -3.543137 5.898798 -1.414780 -0.87 -1.24 2.19
N -2.901398 6.017947 1.263589 -0.77 -0.80 -2.04
S -2.891821 7.526400 0.732350 0.07 -0.36 -1.01
O -1.924049 7.693739 -0.354941 -0.52 1.18 1.68
O -4.262341 7.950627 0.499737 0.43 1.26 0.33
C -2.255626 8.650748 2.263584 -1.60 -3.18 -3.01
F -2.341348 9.887691 1.898226 0.60 2.16 -0.72
F -3.130667 8.528623 3.248600 0.53 -0.62 1.39
F -1.001989 8.308449 2.498373 0.02 0.31 1.19
O -2.862152 -3.477150 1.321454 0.43 -0.56 -1.54
H -2.871030 -3.766731 2.233760 0.23 0.12 0.73
H -3.266300 -2.609682 1.341079 -0.19 0.28 0.28
O 2.606862 -0.539346 2.770794 -0.12 -0.18 0.37
H 2.147504 -0.257392 1.979767 -0.20 0.28 -0.34
H 3.170366 -1.255798 2.478594 0.42 0.00 -0.01
O -2.238361 -2.203809 -3.783966 -0.22 0.27 -0.54
H -2.180410 -2.750442 -3.000335 0.09 0.26 0.26
H -2.077023 -2.806786 -4.509654 0.17 -0.26 -0.24
O -5.386592 0.036291 2.967706 -0.79 -0.21 -0.36
H -4.557158 -0.435962 2.895266 0.26 0.05 0.39
H -5.132368 0.942412 3.142466 0.22 0.20 0.04
O 0.356771 3.147201 -1.624482 0.48 0.10 -0.51
H -0.464746 2.808260 -1.268876 -0.37 0.24 0.13
H 1.029366 2.823257 -1.025388 0.12 -0.13 0.22
O -2.339997 2.776045 2.681226 -0.14 0.38 0.08
H -2.592249 2.418731 3.532654 0.02 -0.27 0.21
H -2.264788 2.010000 2.112229 0.20 -0.12 -0.23
```
Forces are in eV/Å.

## Properties
Highest occupied orbital energy ... -1.125 eV
E_LUMO ... 4.66 eV
Charge ... -4

=====

The records above yield energy above the lowest of the compared OMol25 structures with the same formula, charge and spin values of 4.916, 1.131, 3.077, 1.559, 1.665 eV, respectively.